Entry 1:
Molecular formula: CH2INO3S
Method: DFT, ωB97M-V with the def2-TZVPD basis set

Output
- Highest occupied orbital energy (alpha / beta): -9.5840 / -9.1038 eV
- Charge: 0
- LUMO (alpha / beta): -2.07 / -2.32 eV
- Largest force on an atom: 5.6 eV/Å
- ΔE to the lowest compared entry with this formula, charge and spin: 352.47 kJ/mol

```
9
Properties=species:S:1:pos:R:3:forces:R:3
I -1.19684 -2.02242 -0.61349 0.49 0.27 0.15
S 0.79555 0.31566 0.92434 -0.37 -0.53 -1.38
O 0.04957 0.02447 2.12503 -0.26 0.38 0.35
O -0.75156 3.19767 -1.30338 -0.88 -2.63 0.74
O -0.70494 1.21324 -0.35612 0.14 -1.45 0.65
N -1.28121 2.12599 -1.06486 1.33 2.92 -0.62
C 0.74192 -1.35892 0.06306 -3.82 1.08 3.90
H 1.38519 -1.46610 -0.66782 3.26 -0.18 -3.79
H 0.96231 -2.02960 0.89323 0.11 0.15 0.01
```
Positions in Å, forces in eV/Å.

***

Entry 2:
Molecular formula: H18O9
Method: DFT, ωB97M-V with the def2-TZVPD basis set

Output
- Highest occupied orbital energy: -10.4575 eV
- Charge: 0
- SMILES string: O.O.O.O.O.O.O.O.O
- LUMO: -0.44 eV
- Largest force on an atom: 0.5 eV/Å
- ΔE to the lowest compared entry with this formula, charge and spin: 195.70 kJ/mol

```
27
Properties=species:S:1:pos:R:3:forces:R:3
O 1.88582 -1.15765 -0.93910 0.17 -0.27 -0.36
O -0.83759 -1.68215 -1.23347 -0.01 -0.35 -0.07
O -1.46014 -0.02837 3.41069 0.09 0.15 0.04
O -2.73668 0.60683 -2.50265 0.00 0.09 0.09
O 0.64033 0.56617 -3.10483 0.00 -0.15 0.03
O 2.63020 -0.28340 2.73272 0.19 0.07 0.16
O -0.69514 2.36619 -1.29163 -0.24 0.28 0.37
O 0.08118 0.08927 0.70805 0.02 0.07 0.05
O 0.47883 -2.14937 3.07685 0.13 0.03 -0.06
H 1.39916 -0.60267 -0.31139 0.17 0.11 0.03
H 0.05064 0.90880 -2.41800 0.16 -0.07 -0.23
H -0.36824 -0.63682 0.24388 -0.31 -0.03 0.02
H -0.59348 -0.43515 3.23562 -0.24 -0.13 0.12
H 1.38499 -1.82992 2.93287 -0.19 0.11 -0.07
H -0.01365 -2.17614 -1.34734 0.15 0.18 0.06
H 2.35503 0.46873 2.19751 -0.12 -0.14 -0.07
H -1.32721 2.64188 -0.61261 0.01 0.02 -0.11
H -0.29262 0.86401 0.27810 0.13 0.11 0.02
H 1.65307 -0.78962 -1.80446 0.15 0.10 0.10
H 0.81934 1.29373 -3.70650 0.01 0.01 0.06
H 2.71797 0.05806 3.62918 0.02 0.01 -0.05
H -1.44044 -2.02878 -1.89816 -0.18 0.21 0.09
H -0.31126 3.19011 -1.61511 0.05 -0.08 0.00
H -2.06502 1.18229 -2.10882 -0.18 -0.15 -0.25
H -2.79026 0.88206 -3.42283 0.02 -0.02 0.02
H -1.26824 0.87371 3.68023 -0.01 -0.03 0.00
H 0.10340 -2.19181 2.19119 0.01 -0.12 0.01
```
Positions in Å, forces in eV/Å.

***

Entry 3:
Molecular formula: C2H3O4P
Method: DFT, ωB97M-V with the def2-TZVPD basis set

Output
- Highest occupied orbital energy (alpha / beta): 0.7610 / 1.1465 eV
- Charge: -2
- LUMO (alpha / beta): 6.95 / 6.94 eV
- Largest force on an atom: 2.7 eV/Å
- ΔE to the lowest compared entry with this formula, charge and spin: 333.04 kJ/mol

```
10
Properties=species:S:1:pos:R:3:forces:R:3
P 0.36739 -1.27351 -0.40093 -0.55 -1.43 -0.42
O -0.56681 -0.67967 -1.47373 0.29 -0.21 0.65
O -0.29696 -2.27518 0.57084 0.44 1.15 -0.50
O 1.70686 -1.73066 -0.96267 0.26 0.18 0.29
O 0.15913 1.33165 0.60135 0.09 -0.33 0.31
C -1.20410 1.26456 0.54762 -1.57 0.05 -1.25
C 0.90163 0.28109 0.52838 2.51 -0.24 -1.00
H 2.07460 0.54076 0.49003 -2.59 -0.34 0.38
H -1.47655 2.23510 0.05623 -0.22 -0.73 0.51
H -1.66520 0.30586 0.04288 1.33 1.92 1.03
```
Positions in Å, forces in eV/Å.

***

Entry 4:
Molecular formula: C32H61FN2O14P
Method: DFT, ωB97M-V with the def2-TZVPD basis set

Output
- Highest occupied orbital energy: -4.0718 eV
- Charge: -1
- LUMO: 1.55 eV
- Largest force on an atom: 5.1 eV/Å
- ΔE to the lowest compared entry with this formula, charge and spin: 188.37 kJ/mol

```
111
Properties=species:S:1:pos:R:3:forces:R:3
P 1.67394 2.29728 -1.04571 -0.32 1.61 -0.69
F 4.47355 -0.63187 0.64121 -0.27 -0.47 -1.21
O -3.17613 -2.80247 3.00456 0.15 0.93 0.04
O 9.66722 -0.21887 -10.32558 -0.13 0.11 0.02
O -4.23467 -2.64225 4.89415 -3.65 -0.94 2.82
O 5.74898 4.01375 -4.89702 -0.03 0.00 -0.23
O 2.10763 -0.42643 -0.75340 -0.24 -2.76 -1.59
O 7.52949 0.16012 -10.67162 0.09 0.44 0.10
O 6.01262 4.94260 0.12684 2.60 1.62 1.52
O 3.86851 4.63433 -0.12818 -0.40 -0.74 -0.40
O -9.46189 -4.27026 7.69391 0.33 0.24 -0.17
O -6.75713 0.55984 5.93925 0.24 0.27 -0.12
O 4.41423 0.51556 2.42046 2.65 1.30 3.85
O -7.93184 2.41445 6.08275 0.10 -0.07 -0.02
O -10.55767 -2.70584 6.59558 0.19 -0.05 0.04
O 6.51182 2.79525 -6.56275 -0.27 0.21 -0.29
N 2.48051 0.49164 1.29960 0.43 -0.26 -0.71
N 2.79791 1.15702 -3.40578 -0.81 -0.01 -0.12
C -9.96544 -6.47992 8.58493 -0.14 -0.02 -0.10
C 5.16580 4.39439 -0.46720 -1.55 -0.75 -0.95
C -0.20971 2.14005 -0.74127 -0.37 0.10 1.09
C -2.60070 -0.41248 0.13003 0.37 -0.77 0.26
C -11.78973 -3.75064 8.32440 0.10 0.22 0.48
C -7.62681 1.36106 6.57550 -0.21 -0.14 0.01
C 2.10538 0.58997 -0.17890 -0.34 1.46 1.12
C -2.62899 -1.67512 2.26947 0.64 -0.66 -0.81
C 3.39433 3.66730 0.87040 -0.79 0.15 -0.45
C 6.67424 3.42337 -5.37853 0.11 -0.15 0.29
C -1.06951 -0.16024 0.09109 -0.04 0.72 0.37
C -3.25059 -2.46068 4.32503 3.70 0.26 -3.45
C -10.55763 -3.51214 7.48335 -0.31 -0.15 0.03
C 1.93516 3.31933 0.57569 0.11 0.34 -0.04
C -2.88902 -1.79293 0.77240 0.09 0.46 -0.21
C 6.30110 -0.05731 -11.37214 -0.19 -0.26 -0.01
C 1.47196 1.44673 -2.76178 0.61 0.08 -0.50
C -6.20723 -0.63441 6.51565 -0.09 -0.29 0.07
C -9.29446 -5.14090 8.81403 -0.16 -0.21 0.09
C 7.88212 0.80157 -6.79188 0.06 -0.09 0.12
C 7.57990 2.19596 -7.30086 0.13 -0.25 0.11
C -2.08391 -1.85718 5.06613 0.68 -0.29 -0.09
C -8.26200 0.88619 7.86261 0.33 0.09 0.40
C 5.47950 -1.15514 -10.72806 0.10 -0.13 0.10
C 5.52160 3.43483 -1.57364 -0.29 -0.24 -0.39
C -1.84826 -0.54753 5.15894 -0.09 0.61 -0.57
C 8.57373 -1.84757 -11.65415 -0.02 0.17 -0.50
C 3.82579 0.14121 1.50909 -2.21 -0.14 -1.44
C 8.64733 -0.56848 -10.85385 0.01 -0.29 0.03
C -0.67353 1.30115 0.47772 -1.08 -0.21 -0.77
C -7.15061 -1.80708 6.36146 -0.18 0.07 0.06
C 7.99322 3.30160 -4.65129 0.33 0.31 -0.27
H 7.91192 2.51129 -3.90594 -0.02 0.01 0.01
H -1.61822 1.74857 0.81467 0.19 0.10 0.22
H 1.91905 -0.25100 1.71324 -0.10 0.08 -0.11
H -3.14327 0.33552 0.71625 0.16 0.15 -0.12
H -2.99085 -0.37608 -0.88870 -0.11 -0.03 0.08
H 1.43212 3.58202 -1.72665 -0.02 0.01 -0.07
H -5.91826 -0.46317 7.55537 -0.10 0.06 0.01
H 6.22344 3.88825 -2.27220 0.05 0.26 0.23
H 6.03006 2.58888 -1.10552 -0.10 -0.07 -0.04
H 3.46416 4.18386 1.83018 0.36 -0.31 0.11
H 5.28851 -0.91847 -9.68094 -0.05 0.08 -0.04
H 4.52513 -1.27240 -11.24236 0.00 0.03 0.01
H -8.09726 -1.64131 6.87571 0.03 -0.03 0.04
H 5.75679 0.88395 -11.31027 0.17 0.07 0.07
H 9.50137 -1.95199 -12.21322 0.10 -0.05 0.22
H 3.11734 2.07008 -3.72516 0.29 -0.09 0.15
H 7.76602 -1.87296 -12.38197 -0.12 -0.06 0.15
H -0.58494 3.16076 -0.58979 0.29 0.03 -0.02
H 0.81270 0.57335 -2.76200 0.42 -0.22 0.12
H 7.23368 2.13612 -8.33204 -0.12 0.09 0.05
H -1.68483 -0.03320 6.09890 1.53 -0.30 -0.09
H -8.38298 1.74622 8.51900 -0.17 0.07 -0.16
H -9.24076 0.46479 7.63640 0.01 -0.01 -0.02
H -9.58064 -6.94349 7.67614 0.09 0.01 0.05
H -0.73288 -0.38526 -0.92170 0.25 -0.02 0.11
H 1.46139 4.29184 0.39055 -0.16 -0.14 -0.08
H -9.63073 -4.65705 9.73317 -0.07 0.00 -0.03
H -11.58669 -4.18316 9.30151 -0.01 -0.17 -0.09
H -1.54480 -1.70169 2.40823 -0.07 0.33 0.20
H -3.90611 -2.12375 0.55582 -0.01 -0.03 0.19
H -0.54848 -0.84828 0.76353 -0.11 -0.14 -0.13
H 3.09391 2.44951 -1.30638 0.11 -0.46 0.10
H 4.67760 3.07554 -2.15085 -0.07 -0.05 0.16
H -7.66970 0.15647 8.40927 -0.08 -0.14 -0.12
H -12.47153 -4.39758 7.77426 0.00 0.01 0.00
H 8.66196 0.33253 -7.39409 -0.02 0.04 -0.05
H -1.80607 0.04206 4.24608 -1.52 0.58 0.31
H -11.04308 -6.37468 8.45569 0.00 0.01 0.10
H 6.00010 -2.11320 -10.74697 -0.02 0.00 -0.09
H -8.21978 -5.28753 8.91376 0.01 0.14 -0.13
H -3.02914 -0.72407 2.62975 -0.17 -0.19 0.15
H -6.69916 -2.71677 6.75817 0.05 0.01 -0.06
H -7.38929 -1.96301 5.30963 0.10 -0.04 0.00
H 1.43719 2.90131 1.45505 0.34 -0.05 0.06
H 6.48860 -0.24186 -12.43168 0.05 -0.06 0.03
H -5.29022 -0.83560 5.96894 -0.04 0.18 -0.09
H -9.78399 -7.14949 9.42661 0.02 0.01 -0.01
H 8.47173 -2.68675 -10.96760 0.00 0.01 0.00
H 6.98516 0.18202 -6.83177 -0.01 0.04 -0.08
H -12.27064 -2.79084 8.50168 -0.06 -0.02 -0.23
H -0.01735 1.33662 1.35075 0.26 -0.03 -0.26
H 4.05786 2.80007 0.80227 -0.09 -0.06 0.35
H 8.84449 3.10486 -5.29940 -0.05 -0.19 0.01
H 2.57131 0.68443 -4.28061 0.26 -0.12 0.07
H -2.17575 -2.49938 0.33998 -0.25 -0.23 0.02
H 8.19371 4.24691 -4.15067 -0.18 -0.07 0.16
H 8.46005 2.84162 -7.30558 0.01 -0.02 0.09
H 0.98328 2.19579 -3.40685 -0.34 0.01 0.46
H 8.21019 0.81353 -5.75206 0.06 0.04 -0.03
H -1.36847 -2.52568 5.54058 -1.19 -0.41 1.29
H -0.76506 1.77210 -1.61081 0.24 -0.04 -0.11
```
Positions in Å, forces in eV/Å.

***

Entry 5:
Molecular formula: C19H22F5MoN2O4S4Te
Method: DFT, ωB97M-V with the def2-TZVPD basis set

Output
- Highest occupied orbital energy (alpha / beta): -9.8921 / -9.8915 eV
- Charge: +1
- LUMO (alpha / beta): -5.44 / -6.21 eV
- Largest force on an atom: 1.0 eV/Å
- <S²>: 2.03
- Spin multiplicity: 3

```
58
Properties=species:S:1:pos:R:3:forces:R:3
Te -0.63116 3.63922 1.01033 0.10 -0.26 0.15
Mo -0.23827 0.14817 0.34164 0.53 0.42 0.42
S 1.83309 0.17295 -1.00918 0.18 -0.03 -0.10
S -1.30261 1.09023 -1.70739 -0.05 -0.08 -0.40
S 3.89367 -5.44089 2.33435 0.15 -0.50 0.11
S -0.48397 -2.00731 -0.90256 0.07 -0.14 -0.11
F 0.83218 4.67824 1.29953 0.40 0.14 0.14
F -0.77833 3.09582 2.76767 0.09 -0.05 0.41
F -1.68111 5.06331 1.45451 -0.04 0.19 -0.03
F -2.20667 2.71577 0.67815 -0.29 -0.20 -0.08
F -0.69900 4.17564 -0.74968 0.13 0.10 -0.34
O 4.83333 -5.16475 1.26011 -0.11 0.10 -0.02
O 4.48207 -5.57707 3.64929 -0.09 0.07 -0.17
O 2.84447 -6.39012 2.00248 0.13 0.14 0.01
O 0.42477 2.14088 0.66392 -0.84 -0.36 -0.32
N -5.19315 -1.00150 5.32084 0.02 0.00 -0.02
N 1.12183 -0.10703 2.07736 0.09 -0.22 -0.13
C -1.68499 -0.31445 -2.81131 -0.08 0.03 0.02
C 1.74309 -1.43288 2.29192 -0.02 0.32 -0.03
C 3.62858 -2.74410 2.93754 -0.02 -0.15 -0.04
C -1.90365 0.14799 2.04462 0.01 0.19 -0.17
C 2.99703 -1.51160 2.87938 0.14 0.00 -0.23
C 2.18172 -1.54988 -1.44882 -0.04 -0.01 0.00
C -1.77341 -0.93459 1.22290 0.04 0.03 -0.08
C -4.45487 -0.98115 4.44209 0.06 -0.01 -0.11
C 1.72580 -3.79883 1.90977 0.03 -0.04 -0.02
C -2.77368 0.19844 3.11983 -0.03 -0.02 -0.08
C 0.95846 -2.26909 -1.98396 0.03 -0.06 0.03
C 3.00724 -3.88694 2.42639 0.00 0.43 0.01
C 0.15925 1.80802 -2.53086 0.04 -0.06 0.08
C -3.53302 -0.94637 3.33408 -0.13 -0.04 0.16
C 1.36079 0.88376 -2.62681 -0.08 0.04 0.05
C 1.09419 -2.56698 1.84189 0.02 0.00 0.06
C -2.53588 -2.07850 1.43059 -0.03 0.05 0.04
C -1.82042 -1.63025 -2.06812 0.08 0.01 -0.03
C -3.41631 -2.06730 2.49777 -0.04 -0.04 0.00
H -0.16028 2.14539 -3.51740 0.04 -0.05 -0.02
H 0.08942 -2.50193 1.46984 -0.19 -0.04 0.07
H 2.98834 -1.54028 -2.18271 0.03 -0.05 0.03
H -1.87162 -2.46851 -2.76472 -0.07 0.02 -0.01
H -4.02116 -2.94000 2.70603 0.00 0.01 0.01
H -2.63165 -0.07318 -3.29371 0.02 -0.03 -0.06
H 1.19457 0.05411 -3.31004 0.00 0.02 -0.03
H 4.62188 -2.84101 3.35757 -0.02 0.00 0.03
H -2.86503 1.06822 3.75437 0.02 0.00 0.00
H 0.68225 0.25456 2.92466 -0.06 -0.18 0.07
H -1.27433 1.03529 1.82525 -0.28 0.30 0.59
H -2.44728 -2.96466 0.81495 0.03 -0.01 0.02
H 1.86463 0.56508 1.88455 0.02 0.01 0.08
H 2.22609 1.44423 -2.97949 -0.01 0.00 -0.03
H 1.13775 -3.34479 -1.99023 0.04 0.01 -0.03
H 2.55959 -2.00987 -0.53255 -0.02 0.00 0.01
H 1.25327 -4.70865 1.55777 0.00 0.01 0.04
H 3.49205 -0.61573 3.24001 0.00 -0.03 0.03
H -0.92019 -0.35467 -3.58447 0.01 -0.02 0.01
H 0.69683 -1.96151 -2.99486 0.01 0.01 -0.01
H 0.39217 2.69277 -1.94613 -0.02 0.03 0.01
H -2.72136 -1.64944 -1.45499 -0.01 0.01 0.01
```
Positions in Å, forces in eV/Å.

***

Entry 6:
Molecular formula: C13H20Al2BrF15LiN2Na2O14P2S4Si
Method: DFT, ωB97M-V with the def2-TZVPD basis set

Output
- Highest occupied orbital energy: -5.0853 eV
- Charge: -1
- LUMO: -3.48 eV
- Largest force on an atom: 3.5 eV/Å

```
77
Properties=species:S:1:pos:R:3:forces:R:3
Br 1.66269 -6.92773 -0.07221 1.19 0.10 -0.27
S 6.58768 2.88595 -0.11182 1.25 0.47 0.63
S 3.94753 2.46067 -0.31495 0.25 -0.11 0.16
S -4.53125 0.58804 -3.85691 0.71 -0.49 -0.50
S -6.08194 2.31070 -2.60258 -1.35 1.46 -0.10
P -1.97879 -6.16105 0.64572 1.33 -1.08 -0.78
P 8.74132 6.05552 2.87476 -0.03 -0.01 -0.03
Si -2.39111 -4.13930 -0.13410 -1.25 1.45 1.49
Al -3.27313 6.25580 -1.37836 -1.13 0.00 -0.40
Al 1.14736 -1.51284 -0.13573 1.09 0.77 0.34
Na 0.81767 -4.50023 -3.69940 0.57 -0.21 0.54
Na -3.48909 -5.30524 -4.48232 -0.57 0.15 -0.44
F 2.95992 2.75696 -2.77688 0.08 0.05 0.20
F -1.69577 6.36780 -0.62717 1.31 -0.25 -0.08
F -2.95019 -5.48497 -2.42904 0.35 0.54 -0.78
F -2.62529 -3.32644 -2.80420 0.09 -0.13 -1.23
F 7.91537 1.44153 -1.89047 -0.09 0.05 0.13
F 3.28299 0.71402 -2.16952 -0.01 -0.26 0.00
F 9.07603 2.98581 -0.92466 -0.13 0.01 0.23
F -3.00071 0.13562 -3.60051 -0.01 0.01 0.40
F -6.17108 2.99532 -4.03287 0.12 -0.19 -0.09
F -3.47797 7.66015 -2.30278 0.33 -0.23 0.27
F -0.90769 -4.63172 -2.27378 -0.64 0.34 -1.36
F 7.64653 3.51262 -2.45094 -0.09 -0.03 0.13
F -3.30432 4.89125 -2.36861 0.47 0.27 0.27
F -4.43853 6.16597 -0.16348 0.51 0.08 -0.04
F 1.63400 1.83907 -1.34596 -0.03 -0.02 0.16
O -4.45500 1.15775 -5.16069 -0.13 0.07 -0.03
O -0.97738 -6.64257 -0.34675 -1.15 0.09 -0.68
O 7.35115 6.64287 2.65341 0.17 0.31 -0.09
O 6.62622 4.26091 0.26239 -0.46 0.05 -0.40
O 1.35575 0.90822 2.12109 -0.42 -0.52 -0.14
O -5.23407 -0.66153 -3.74138 0.02 -0.34 0.25
O -6.09297 3.42697 -1.72876 0.60 -0.40 0.51
O 6.94757 1.93213 0.89418 -0.38 -0.47 -0.26
O 3.72111 1.40518 0.64158 0.06 -0.14 -0.10
O 9.43907 5.92750 1.52547 -0.23 -0.19 -0.07
O 3.40620 3.74574 0.04119 -0.30 0.30 -0.14
O 9.50917 6.97951 3.81621 -0.24 -0.04 0.25
O 8.67242 4.67446 3.51831 0.35 -0.01 0.03
O -7.22926 1.45240 -2.58722 0.42 -0.50 -0.03
N 5.33591 2.46503 -1.02762 -0.55 0.01 0.52
N -4.67582 1.58048 -2.65334 -0.23 -0.28 -0.35
C 1.99893 3.03323 2.94537 -0.20 -0.04 -0.21
C 2.92344 1.93099 -1.72718 -0.15 0.00 -0.76
C 7.87716 2.70086 -1.40671 0.19 -0.12 -0.75
C -5.05663 -4.94223 2.16569 0.14 0.06 0.57
C 1.44262 -4.31582 0.46824 0.16 0.06 0.28
C -0.93923 -3.01944 0.34647 0.67 -1.77 0.01
C 1.75180 1.55737 3.06617 0.12 0.17 -0.07
C -2.24536 -4.33794 -2.06212 0.40 -0.96 3.35
C -5.17465 -3.47017 -0.48013 0.91 0.59 0.47
C -3.96684 -3.29875 0.48534 -0.22 0.13 -0.81
C 2.02171 0.91966 4.40437 -0.05 -0.27 -0.16
C -4.30866 -3.63165 1.94979 -0.10 -0.18 -0.36
C 0.37494 -3.73821 0.38648 -0.97 1.44 -0.10
Li 0.35368 6.04958 -0.69522 -1.17 0.05 0.05
H 1.80471 -0.14590 4.35010 0.00 0.00 0.00
H -0.90026 -2.16475 -0.34809 -0.43 0.12 0.01
H -4.95993 -2.83471 2.30922 0.06 0.14 0.03
H -3.74697 -2.22406 0.46112 0.16 -0.02 -0.03
H -5.25848 -5.02505 3.23305 -0.07 -0.12 0.05
H -3.41021 -3.59521 2.57065 0.04 -0.04 0.09
H -6.02638 -2.98252 -0.01195 -0.33 -0.26 -0.12
H -1.39589 -5.99997 1.93109 -0.65 -0.11 0.19
H 1.77012 3.35467 1.93258 0.11 -0.04 0.01
H 1.38587 1.37158 5.16697 0.14 0.10 0.05
H -1.12845 -2.64949 1.35697 -0.23 0.22 -0.05
H -5.37013 -4.51303 -0.72134 -0.26 -0.03 -0.01
H -4.49494 -5.83602 1.89909 0.05 -0.02 -0.17
H 3.07006 1.05316 4.67338 -0.04 0.13 0.09
H -4.94965 -2.88308 -1.37049 -0.24 -0.17 -0.29
H 2.44855 -4.46517 0.77943 0.24 -0.25 -0.24
H -6.02269 -4.96572 1.66904 0.01 0.03 -0.19
H -3.07887 -7.04927 0.67420 -0.23 0.42 0.71
H 3.04723 3.25264 3.15280 -0.02 0.06 0.08
H 1.36115 3.57616 3.64629 0.14 -0.01 0.15
```
Positions in Å, forces in eV/Å.